{"formula": "C7H8INO2", "method": "ωB97M-V with the def2-TZVPD basis set", "species": ["I", "O", "O", "N", "C", "C", "C", "C", "C", "C", "C", "H", "H", "H", "H", "H", "H", "H", "H"], "positions_angstrom": [[4.86474, 0.37920, 0.00854], [-1.41304, 1.58314, 0.53918], [0.68248, 0.94379, -0.41448], [0.04486, -1.94511, 0.77409], [1.64236, 0.06045, -0.28174], [1.90021, -1.27785, -0.59626], [2.88851, -0.26338, 0.03997], [-0.89910, 0.48011, -0.03754], [1.10241, -2.26541, 0.17930], [-2.36360, 2.08388, -0.37922], [-0.82393, -0.72286, 0.97073], [1.53877, -3.23409, 0.50033], [-1.94829, 2.14616, -1.36487], [2.16835, -1.63284, -1.55366], [-2.51535, 3.06286, -0.01558], [-1.23232, 0.45753, -1.00834], [-3.34496, 1.47071, -0.34838], [-0.50199, -0.21253, 1.88508], [-1.79011, -1.11376, 1.10285]], "e_above_lowest_kj_mol": 576.0, "charge": 0, "e_lumo_ev": 0.40, "e_tot_ev": -21068.38117, "gap_ev": 8.5, "smiles": "CO[C@@H]1CN=C[C@@H]2C(I)=C2O1"}